1.
DFT (ωB97M-V/def2-TZVPD) results for C63H46Cl2NOP3RuSi as an isolated structure at a distorted geometry.

Results
maximum force = 1.95 eV Å⁻¹
total energy = -4886.81257 a.u.
net charge = +2
orbital gap (alpha / beta) = 0.187 / 0.184 Ha
HOMO energy (alpha / beta) = -0.46138 / -0.46097 Eh
LUMO level (alpha / beta) = -7.5 / -7.5 eV

Atoms and positions in Å:
Ru: -0.169 0.268 0.009
C: -4.517 -1.706 3.095
C: -4.473 -0.879 1.978
C: -3.410 -0.969 1.091
C: -2.389 -1.898 1.311
C: -2.432 -2.714 2.439
C: -3.499 -2.619 3.324
P: -1.041 -1.928 0.106
C: -1.669 -2.841 -1.342
C: -0.739 -3.373 -2.242
C: -1.163 -4.169 -3.295
C: -2.519 -4.430 -3.467
C: -3.446 -3.882 -2.595
C: -3.026 -3.084 -1.534
C: 0.249 -3.097 0.639
C: -0.067 -4.412 0.998
C: 0.944 -5.334 1.213
C: 2.273 -4.967 1.026
C: 2.584 -3.674 0.636
C: 1.572 -2.718 0.450
Si: 1.872 -0.987 -0.178
C: 2.933 0.163 0.853
C: 4.235 0.549 0.515
C: 4.904 1.513 1.264
C: 4.283 2.096 2.362
C: 2.999 1.709 2.731
C: 2.314 0.765 1.969
P: 0.685 0.054 2.430
C: 1.315 -0.956 3.831
C: 2.012 -2.146 3.637
C: 2.601 -2.796 4.711
C: 2.511 -2.257 5.987
C: 1.820 -1.071 6.184
C: 1.215 -0.422 5.118
C: -0.406 1.249 3.231
C: -1.540 0.733 3.861
C: -2.480 1.593 4.407
C: -2.301 2.972 4.315
C: -1.172 3.485 3.696
C: -0.225 2.627 3.148
C: 2.361 -1.243 -1.963
C: 3.394 -2.099 -2.371
C: 3.644 -2.312 -3.720
C: 2.883 -1.653 -4.684
C: 1.872 -0.790 -4.297
C: 1.591 -0.614 -2.938
P: 0.273 0.493 -2.377
C: -1.312 -0.019 -3.112
C: -1.420 -0.929 -4.159
C: -2.667 -1.231 -4.690
C: -3.814 -0.637 -4.182
C: -3.717 0.262 -3.127
C: -2.472 0.566 -2.594
C: 0.672 2.056 -3.209
C: -0.326 2.859 -3.757
C: 0.018 4.017 -4.446
C: 1.351 4.383 -4.575
C: 2.349 3.599 -4.004
C: 2.013 2.442 -3.318
H: -5.349 -1.638 3.788
H: -5.266 -0.163 1.798
H: -3.375 -0.324 0.222
H: -1.640 -3.425 2.637
H: -3.533 -3.266 4.193
H: 0.322 -3.186 -2.108
H: -0.433 -4.598 -3.972
H: -2.850 -5.066 -4.280
H: -4.503 -4.085 -2.726
H: -3.758 -2.679 -0.847
H: -1.102 -4.722 1.081
H: 0.695 -6.349 1.501
H: 3.064 -5.694 1.175
H: 3.627 -3.395 0.495
H: 4.731 0.096 -0.342
H: 5.913 1.805 0.992
H: 4.805 2.849 2.944
H: 2.535 2.136 3.614
H: 2.115 -2.558 2.651
H: 3.137 -3.724 4.545
H: 2.986 -2.754 6.824
H: 1.751 -0.642 7.176
H: 0.686 0.505 5.296
H: -1.681 -0.340 3.934
H: -3.350 1.191 4.913
H: -3.042 3.643 4.736
H: -1.022 4.559 3.639
H: 0.664 3.033 2.680
H: 4.017 -2.599 -1.632
H: 4.443 -2.980 -4.024
H: 3.087 -1.809 -5.738
H: 1.310 -0.244 -5.049
H: -0.542 -1.409 -4.569
H: -2.742 -1.938 -5.510
H: -4.782 -0.873 -4.608
H: -4.609 0.731 -2.724
H: -2.405 1.279 -1.785
H: -1.367 2.575 -3.671
H: -0.759 4.625 -4.897
H: 1.614 5.275 -5.133
H: 3.391 3.885 -4.107
H: 2.796 1.819 -2.897
Cl: -4.252 3.000 0.912
C: -2.729 3.661 0.522
C: -2.588 5.038 0.368
C: -1.367 5.573 0.044
Cl: -1.229 7.266 -0.151
C: -0.214 4.745 -0.133
C: 1.061 5.220 -0.487
C: 2.090 4.329 -0.618
C: 1.854 2.971 -0.375
N: 0.672 2.493 -0.040
C: -0.361 3.367 0.056
C: -1.637 2.799 0.355
O: -1.729 1.521 0.426
H: -3.450 5.681 0.488
H: 1.220 6.281 -0.641
H: 3.082 4.658 -0.895
H: 2.667 2.255 -0.428

Atomic partial charges in e from the Löwdin method, atoms 1 to 5:
1. Ru 0.7409
2. C -0.0606
3. C -0.0596
4. C -0.1190
5. C -0.3608

=====

2.
DFT (ωB97M-V/def2-TZVPD) results for C63H48F3NP2SbZn as an isolated structure at a distorted geometry.

Results
maximum force = 1.15 eV Å⁻¹
total energy = -5486.15034 a.u.
net charge = -1
orbital gap = 0.168 Ha
HOMO energy = -0.08627 Eh
LUMO level = 2.2 eV
relative energy (zero: lowest compared OMol25 entry of this formula, charge and spin) = 0.00 kcal/mol

Atoms and positions in Å:
Zn: 0.507 0.068 -0.464
C: 1.820 -0.835 2.511
P: 2.610 -0.643 0.851
C: 4.063 -1.733 0.831
C: 4.926 -1.567 -0.260
C: 5.907 -2.498 -0.528
C: 6.039 -3.623 0.274
C: 5.193 -3.793 1.359
C: 4.206 -2.866 1.633
C: 3.361 1.024 0.973
C: 4.234 1.369 2.001
C: 4.763 2.645 2.064
C: 4.427 3.589 1.106
C: 3.573 3.247 0.072
C: 3.045 1.970 0.003
C: 0.582 0.011 2.551
C: -0.073 0.595 3.614
C: -1.211 1.237 3.081
C: -1.194 1.001 1.724
C: -2.074 1.464 0.612
P: -0.941 2.399 -0.549
C: -1.172 4.065 0.168
C: -2.319 4.839 0.024
C: -2.407 6.067 0.654
C: -1.362 6.526 1.441
C: -0.217 5.759 1.591
C: -0.125 4.534 0.957
C: -1.829 2.391 -2.139
C: -1.918 3.499 -2.978
C: -2.393 3.359 -4.273
C: -2.755 2.111 -4.755
C: -2.647 1.000 -3.936
C: -2.185 1.142 -2.644
N: -0.106 0.249 1.401
H: 2.517 -0.589 3.320
H: 1.545 -1.894 2.617
H: 4.796 -0.705 -0.902
H: 6.554 -2.367 -1.384
H: 6.792 -4.364 0.049
H: 5.292 -4.673 1.980
H: 3.541 -3.023 2.471
H: 4.507 0.633 2.745
H: 5.439 2.905 2.866
H: 4.835 4.588 1.164
H: 3.313 3.970 -0.686
H: 2.395 1.702 -0.823
H: 0.226 0.589 4.647
H: -1.955 1.793 3.623
H: -2.883 2.107 0.968
H: -2.515 0.612 0.078
H: -3.137 4.479 -0.585
H: -3.295 6.675 0.537
H: -1.442 7.480 1.944
H: 0.600 6.120 2.199
H: 0.764 3.925 1.069
H: -1.597 4.469 -2.619
H: -2.451 4.220 -4.925
H: -3.098 2.001 -5.773
H: -2.896 0.017 -4.308
H: -2.053 0.261 -2.030
C: 0.712 -0.069 -2.333
C: 1.249 0.241 -3.386
C: 1.790 0.421 -4.657
C: 2.764 -0.535 -5.086
C: 2.907 -1.772 -4.417
C: 3.874 -2.677 -4.782
C: 4.747 -2.406 -5.827
C: 4.647 -1.186 -6.477
C: 3.688 -0.268 -6.116
C: 1.377 1.576 -5.404
C: 1.365 1.604 -6.811
C: 0.976 2.726 -7.508
C: 0.572 3.872 -6.837
C: 0.542 3.856 -5.449
C: 0.922 2.736 -4.746
H: 2.240 -2.001 -3.595
H: 3.961 -3.614 -4.245
H: 5.501 -3.123 -6.117
H: 5.343 -0.945 -7.271
H: 3.670 0.697 -6.603
H: 1.629 0.710 -7.353
H: 0.978 2.713 -8.593
H: 0.291 4.763 -7.386
H: 0.226 4.741 -4.908
H: 0.897 2.745 -3.664
F: -7.598 -3.003 0.534
C: -6.262 -2.918 0.310
C: -5.428 -3.884 0.841
C: -4.066 -3.792 0.613
C: -3.544 -2.753 -0.150
C: -4.409 -1.802 -0.672
C: -5.773 -1.868 -0.449
Sb: -1.418 -2.494 -0.515
C: -1.068 -4.388 -1.538
C: -2.103 -5.148 -2.064
C: -1.841 -6.252 -2.857
C: -0.526 -6.586 -3.117
F: -0.264 -7.661 -3.900
C: 0.529 -5.850 -2.607
C: 0.244 -4.738 -1.835
C: -0.886 -3.223 1.455
C: -1.481 -2.610 2.550
C: -1.141 -2.977 3.839
C: -0.168 -3.946 4.011
F: 0.183 -4.318 5.270
C: 0.469 -4.546 2.941
C: 0.100 -4.178 1.657
H: -5.850 -4.691 1.421
H: -3.401 -4.536 1.032
H: -4.015 -0.989 -1.271
H: -6.450 -1.129 -0.848
H: -3.128 -4.875 -1.854
H: -2.636 -6.844 -3.286
H: 1.543 -6.138 -2.835
H: 1.062 -4.129 -1.471
H: -2.207 -1.826 2.394
H: -1.608 -2.520 4.698
H: 1.251 -5.270 3.115
H: 0.595 -4.644 0.815

Atomic partial charges in e from the Löwdin method, atoms 1 to 5:
1. Zn 0.3805
2. C -0.2647
3. P 1.0651
4. C -0.3553
5. C -0.0876

=====

3.
DFT (ωB97M-V/def2-TZVPD) results for C63H66GeN4P2PtSb as an isolated structure at a distorted geometry.

Results
maximum force = 1.05 eV Å⁻¹
total energy = -5778.45657 a.u.
net charge = -1
orbital gap (alpha / beta) = 0.227 / 0.235 Ha
HOMO energy (alpha / beta) = -0.14334 / -0.15109 Eh
LUMO level (alpha / beta) = 2.3 / 2.3 eV
relative energy (zero: lowest compared OMol25 entry of this formula, charge and spin) = 64.51 kcal/mol

Atoms and positions in Å:
Pt: 1.620 -0.303 0.550
C: 2.772 -1.701 -2.768
C: 3.929 -1.533 -1.806
C: 4.245 -2.836 -1.077
P: 3.579 -0.218 -0.568
C: 5.307 0.085 0.140
C: 5.365 1.231 1.133
C: 6.378 0.346 -0.929
C: 3.304 1.346 -1.447
C: 3.945 1.638 -2.634
C: 3.982 2.933 -3.132
C: 3.418 3.939 -2.356
C: 2.738 3.661 -1.187
C: 2.571 2.342 -0.734
N: 1.861 1.927 0.339
C: 0.944 2.664 1.023
C: 0.330 3.836 0.564
C: -0.654 4.473 1.296
C: -1.106 3.952 2.502
C: -0.540 2.774 2.966
C: 0.478 2.138 2.273
P: 1.304 0.603 2.798
C: 0.318 -0.233 4.131
C: 0.259 0.437 5.506
C: 0.828 -1.667 4.284
C: 2.840 1.294 3.538
C: 3.757 0.206 4.076
C: 2.697 2.457 4.515
H: 2.876 -2.638 -3.316
H: 2.715 -0.881 -3.485
H: 1.831 -1.739 -2.213
H: 4.813 -1.230 -2.377
H: 3.381 -3.166 -0.490
H: 5.089 -2.728 -0.400
H: 4.497 -3.612 -1.800
H: 5.568 -0.848 0.653
H: 4.824 2.103 0.765
H: 6.404 1.526 1.278
H: 4.975 0.954 2.095
H: 6.176 1.282 -1.452
H: 6.482 -0.450 -1.663
H: 7.347 0.448 -0.433
H: 4.461 0.847 -3.163
H: 4.469 3.155 -4.069
H: 3.492 4.972 -2.674
H: 2.353 4.493 -0.609
H: 0.556 4.222 -0.416
H: -1.107 5.369 0.884
H: -1.901 4.431 3.055
H: -0.912 2.345 3.883
H: -0.693 -0.274 3.700
H: 1.219 0.341 6.009
H: -0.481 -0.070 6.127
H: 0.011 1.493 5.474
H: 1.771 -1.683 4.827
H: 0.993 -2.148 3.320
H: 0.112 -2.262 4.849
H: 3.273 1.696 2.617
H: 3.390 -0.175 5.026
H: 4.754 0.602 4.262
H: 3.838 -0.628 3.379
H: 2.465 2.117 5.521
H: 1.925 3.158 4.200
H: 3.642 3.001 4.565
C: 1.509 -2.222 0.598
Ge: 0.080 -3.416 0.018
C: -1.126 -3.759 1.540
C: -1.747 -4.987 1.726
C: -2.657 -5.178 2.750
C: -2.968 -4.136 3.607
C: -2.362 -2.905 3.433
C: -1.449 -2.725 2.410
C: 1.065 -5.096 -0.357
C: 1.516 -5.360 -1.644
C: 2.265 -6.490 -1.930
C: 2.568 -7.391 -0.924
C: 2.115 -7.151 0.362
C: 1.371 -6.016 0.638
C: -1.106 -3.167 -1.564
C: -0.864 -2.244 -2.573
C: -1.694 -2.155 -3.679
C: -2.797 -2.983 -3.787
C: -3.066 -3.891 -2.782
C: -2.225 -3.980 -1.689
H: -1.517 -5.812 1.063
H: -3.133 -6.140 2.875
H: -3.689 -4.280 4.401
H: -2.610 -2.079 4.085
H: -0.998 -1.751 2.270
H: 1.267 -4.673 -2.445
H: 2.606 -6.671 -2.941
H: 3.149 -8.279 -1.142
H: 2.341 -7.851 1.154
H: 1.037 -5.837 1.652
H: -0.056 -1.537 -2.470
H: -1.496 -1.417 -4.446
H: -3.459 -2.899 -4.639
H: -3.948 -4.512 -2.831
H: -2.479 -4.671 -0.897
C: -6.017 6.511 -0.750
C: -5.564 6.089 0.486
C: -4.747 4.971 0.577
C: -4.375 4.263 -0.555
C: -4.842 4.695 -1.788
C: -5.654 5.810 -1.890
Sb: -3.203 2.469 -0.310
C: -1.939 2.801 -2.016
C: -1.264 1.734 -2.588
C: -0.339 1.936 -3.600
C: -0.087 3.213 -4.066
C: -0.753 4.287 -3.504
C: -1.661 4.083 -2.479
C: -4.630 1.212 -1.305
C: -5.653 0.678 -0.536
C: -6.601 -0.159 -1.092
C: -6.529 -0.486 -2.434
C: -5.506 0.030 -3.211
C: -4.562 0.875 -2.650
H: -6.653 7.383 -0.827
H: -5.845 6.627 1.382
H: -4.392 4.651 1.551
H: -4.574 4.148 -2.684
H: -6.010 6.131 -2.859
H: -1.438 0.730 -2.236
H: 0.198 1.092 -4.014
H: 0.646 3.372 -4.845
H: -0.548 5.293 -3.847
H: -2.163 4.938 -2.042
H: -5.701 0.894 0.525
H: -7.377 -0.580 -0.470
H: -7.253 -1.158 -2.867
H: -5.432 -0.234 -4.258
H: -3.765 1.263 -3.271
N: -4.158 -2.607 0.210
C: -3.423 -1.745 0.405
N: -2.718 -0.701 0.731
C: -1.532 -0.494 0.333
N: -0.459 -0.163 0.030

Atomic partial charges in e from the Löwdin method, atoms 1 to 5:
1. Pt 0.8081
2. C -0.1163
3. C -0.5498
4. C -0.1123
5. P 0.9191